(1)
C56H154N14O14 | the ωB97M-V functional and the def2-TZVPD basis

As for the energy above the lowest of the compared OMol25 structures with the same formula, charge and spin: 819.1 kJ/mol. Its HOMO energy is -0.308 Eh. The LUMO energy comes out at 0.22 eV.

ORCA input file:
```
! wB97M-V def2-TZVPD RIJCOSX def2/J DEFGRID3
* xyz 0 1
O 1.962 1.927 -4.112
O 0.703 0.055 1.424
O -7.219 1.564 -0.704
O 1.657 3.438 4.066
O 1.384 4.729 -1.096
O -2.389 4.469 1.421
O 5.870 1.640 4.741
O -2.964 2.564 -5.871
O -4.399 -1.712 3.750
O 3.704 -4.132 0.098
O -0.067 -7.706 -1.151
O -3.179 -3.335 -4.285
O 5.351 1.659 -0.443
O 1.267 -5.003 5.703
N -2.137 -0.160 1.038
N 0.401 3.383 7.597
N 2.470 4.500 -3.932
N -4.080 6.656 0.710
N -2.747 0.700 3.851
N -2.158 -0.285 -6.302
N -7.932 -0.363 -3.034
N 8.270 -0.604 0.268
N -2.184 -4.187 4.299
N -1.627 -9.678 -2.667
N 6.476 -3.030 0.449
N 9.435 1.833 3.933
N 3.698 -1.060 -2.562
N -3.668 3.769 -9.435
C 6.020 0.530 0.048
C 0.020 -6.549 -2.042
C -0.122 -5.040 5.413
C 5.237 2.714 0.507
C 1.944 0.250 -1.652
C -3.582 2.650 -4.578
C -0.798 -3.868 4.564
C 8.200 2.275 4.494
C -7.380 0.142 -0.598
C -3.085 5.654 -1.151
C -3.705 4.263 0.881
C 5.641 -3.728 1.449
C 7.747 0.296 -1.939
C -0.773 -2.613 5.448
C 1.320 5.281 -3.553
C 1.819 0.682 2.115
C 0.538 5.502 -4.842
C 0.550 4.674 -2.340
C -2.533 -2.530 -5.307
C 1.019 3.873 5.263
C -1.338 -1.331 1.279
C -7.385 2.187 0.587
C 7.956 3.742 4.118
C -1.240 -1.963 -0.210
C -2.906 3.233 -8.296
C 4.984 0.554 5.011
C -3.903 0.497 4.629
C 2.888 -5.155 -0.468
C 1.120 2.926 6.422
C 4.747 -2.659 2.082
C -3.798 -8.911 -1.904
C 3.035 3.694 4.072
C -4.481 -1.000 -5.723
C -5.021 -0.459 4.016
C -1.817 3.532 2.251
C -5.211 -2.661 3.006
C -5.860 -1.130 -2.044
C 7.076 1.269 4.148
C -1.442 -7.961 -0.804
C -7.256 -0.787 -1.805
C -3.625 3.304 -6.902
C -4.442 1.908 5.038
C -4.100 5.441 0.030
C 2.987 1.036 -3.797
C 4.793 -4.771 0.743
C -0.060 -0.983 2.091
C 2.034 -4.783 4.515
C -2.286 -8.521 -2.126
C 0.600 4.156 -0.018
C 2.533 -0.117 -2.933
C -2.850 -4.712 -4.272
C -2.941 -1.066 -5.348
C 0.742 1.365 -4.736
C 7.561 0.502 -0.378
C 0.597 1.496 6.098
C -1.545 3.896 -8.222
H 6.026 0.367 1.126
H -5.881 -0.600 4.671
H -2.915 0.616 2.858
H 1.739 -5.302 3.603
H -4.593 2.242 -4.560
H -8.415 -0.049 -0.315
H 4.135 -2.189 1.312
H 0.374 3.601 -2.412
H -4.693 3.101 -6.980
H -0.933 3.582 -7.376
H 1.017 0.804 -1.805
H -2.802 -0.545 -4.401
H 3.051 -5.084 4.764
H 1.846 -0.711 -3.536
H -1.768 -4.836 -4.234
H -2.403 3.146 3.085
H 7.455 1.179 -2.507
H 7.059 -0.476 -2.285
H 9.605 2.119 2.980
H 6.273 -4.249 2.168
H -4.175 -8.011 -1.417
H -0.287 -0.511 3.047
H 9.483 0.825 3.966
H -1.614 4.973 -8.070
H 3.323 -1.636 -1.822
H 3.326 4.732 4.232
H 4.085 -3.148 2.796
H -4.404 4.118 1.705
H 3.475 0.650 -4.692
H -6.220 -2.780 3.402
H 8.333 -0.501 1.271
H -5.384 -0.431 -2.733
H -4.632 2.547 4.176
H 2.741 -6.011 0.191
H -3.079 -0.330 0.714
H -0.715 -6.605 -2.845
H 1.781 6.251 -3.369
H 1.021 1.056 5.195
H -0.326 3.973 7.219
H 0.515 -1.905 2.179
H -3.684 3.342 0.298
H 7.548 3.858 3.113
H 2.162 2.956 6.741
H -1.963 -7.108 -0.369
H -5.335 -0.138 3.023
H -3.915 -9.767 -1.239
H -4.749 -0.003 -6.072
H -0.692 -5.245 6.318
H -6.468 1.941 1.121
H -1.648 0.441 0.391
H 0.425 0.406 -4.325
H -8.720 0.204 -2.755
H 4.688 -0.010 4.127
H -4.237 -9.108 -2.882
H 4.845 2.391 1.471
H -2.721 2.160 -8.352
H -4.512 3.230 -9.564
H 6.871 -3.762 -0.123
H 0.150 4.514 -5.093
H 2.591 0.867 -1.028
H -7.849 -1.642 -1.480
H 2.311 1.418 1.479
H 3.511 3.182 4.908
H -3.610 3.670 -4.195
H 5.336 -1.903 2.602
H -3.180 -5.258 -3.388
H 4.316 -5.520 1.375
H -0.351 -5.927 4.822
H -3.014 4.739 -1.738
H -2.348 -0.417 -7.285
H 4.554 3.469 0.116
H 1.685 -0.653 -1.100
H -2.187 -2.318 -0.617
H 1.227 0.867 6.727
H 8.720 0.023 -2.346
H -0.161 -3.659 3.704
H -1.892 -10.539 -2.210
H 2.991 4.424 -3.070
H -0.819 -1.321 -0.983
H 3.349 3.269 3.119
H -3.015 2.063 -3.856
H 6.134 3.322 0.631
H -6.720 -0.259 0.172
H 8.013 1.472 -0.170
H -4.587 -1.734 -6.522
H 7.348 0.223 4.291
H -5.281 -1.200 -1.123
H 3.062 -5.353 -1.526
H -8.283 1.777 1.050
H -5.506 -2.296 2.023
H -0.516 -2.762 -0.052
H -3.678 2.436 5.608
H -0.129 4.867 0.371
H 8.851 4.364 4.148
H -0.912 3.853 2.766
H 4.303 -0.406 -2.086
H 0.222 -2.286 5.751
H 2.232 3.528 -4.072
H -0.642 -9.553 -2.484
H 7.615 -1.371 0.332
H -1.898 -2.012 1.921
H -4.812 -3.674 3.063
H -3.218 3.580 -10.319
H -1.450 -2.652 -5.326
H -7.291 0.372 -3.296
H 8.392 2.182 5.563
H -3.548 0.036 5.550
H -5.136 -1.203 -4.876
H 1.403 4.871 5.473
H 4.101 0.952 5.510
H -0.344 6.117 -4.663
H 0.147 3.207 -0.304
H -2.259 0.671 -5.990
H 1.008 6.030 -5.671
H -5.916 -2.097 -2.543
H 7.192 4.141 4.786
H -7.451 3.259 0.400
H -1.254 -2.743 6.417
H -1.535 2.613 1.738
H -2.345 -7.731 -2.874
H -0.220 -5.633 -1.503
H 6.803 1.404 3.102
H 2.524 -0.102 2.392
H -3.397 4.356 -6.732
H -2.203 -0.150 3.893
H 3.715 1.576 -3.192
H 5.358 -5.378 0.036
H 1.875 -4.755 -0.521
H 5.359 -0.177 5.727
H -3.416 6.384 -1.889
H 5.416 -0.269 -0.381
H 1.526 1.300 2.963
H 2.017 -3.719 4.280
H -0.982 3.796 -9.150
H -2.088 5.859 -0.761
H -0.484 1.372 6.161
H 5.824 -2.675 -0.236
H -3.220 6.806 1.216
H -0.030 3.988 4.993
H -3.158 -5.287 -5.146
H -5.078 5.191 -0.381
H 1.022 -6.578 -2.471
H -2.724 -3.403 3.961
H -5.381 1.917 5.591
H -1.262 -1.712 5.077
H 0.936 4.022 8.167
H -0.448 5.111 -2.295
H -1.446 -8.714 -0.016
H -0.081 2.081 -4.733
H 1.229 3.912 0.839
H -4.711 6.399 1.456
H -2.790 -3.015 -6.248
H 1.023 1.190 -5.774
H -2.569 -4.606 5.133
*
```

(2)
C56H37BrF4HfN4P3S5 | the ωB97M-V functional and the def2-TZVPD basis

As for the energy above the lowest of the compared OMol25 structures with the same formula, charge and spin: 33.1 kJ/mol. Its HOMO energy is -0.187 Eh. The LUMO energy comes out at 2.04 eV.

ORCA input file:
```
! wB97M-V def2-TZVPD RIJCOSX def2/J DEFGRID3
* xyz -1 1
Hf 0.158 0.383 0.961
Br 3.866 1.034 0.318
S 1.399 -1.909 0.271
S 0.683 2.808 0.349
S 1.898 -0.020 2.841
S -1.296 0.590 -1.325
S -1.746 1.515 2.195
P 1.991 1.148 -2.445
P -0.327 -2.551 1.178
P -2.120 -1.081 -0.561
F 6.534 2.291 -0.200
F 6.066 3.441 -4.709
F 3.592 2.426 -4.738
F 7.535 3.379 -2.432
N -3.726 6.984 4.084
N 1.977 0.959 5.288
N -0.822 8.575 1.648
N 1.200 2.453 3.619
C 6.300 2.879 -2.438
C -6.073 -0.754 -1.590
C 2.016 -0.012 -5.084
C -0.630 -3.488 -3.510
C 5.766 2.314 -1.290
C -1.492 -1.346 1.006
C 0.990 -3.704 3.338
C 1.256 -3.898 4.681
C 4.269 2.389 -3.586
C 0.505 -3.223 5.640
C -0.072 -6.246 -0.615
C 2.212 -0.156 -3.713
C -0.027 -2.838 2.944
C -0.836 -2.429 -2.636
C -4.525 -0.567 0.706
C -0.090 2.200 -3.988
C -1.459 3.239 2.066
C -5.892 -0.336 0.769
C 2.153 1.538 7.625
C -0.539 4.546 -4.245
C -2.289 4.103 2.778
C 1.810 1.902 6.209
C 1.396 3.815 -3.026
C -4.707 -0.975 -1.655
C -0.884 3.225 -4.478
C -1.147 6.022 1.877
C 1.640 1.268 4.031
C -0.314 5.171 1.168
C -1.148 -6.913 -0.055
C -0.778 -2.173 3.900
C 2.635 -1.390 -3.219
C -0.448 3.785 1.250
C 5.550 2.914 -3.597
C -1.893 -2.456 -1.734
C 0.601 4.839 -3.511
C -2.148 5.480 2.698
C -1.487 -4.576 -3.488
C 1.034 3.385 4.548
C -6.667 -0.433 -0.376
C 2.225 -1.083 -5.939
C 1.321 3.163 5.882
C 2.650 -2.306 -5.438
C -0.970 7.441 1.759
C -2.740 -3.563 -1.709
C 2.863 -2.456 -4.076
C -0.628 -4.273 0.638
C -3.927 -0.889 -0.506
C -1.713 -4.945 1.200
C -1.974 -6.258 0.854
C 3.699 1.834 -2.450
C 4.483 1.790 -1.291
C -3.022 6.325 3.460
C 1.072 2.482 -3.274
C -0.510 -2.367 5.249
C -2.542 -4.616 -2.585
C 0.185 -4.923 -0.275
H 0.201 -3.451 -4.202
H 2.694 0.596 7.638
H -7.734 -0.258 -0.325
H -1.165 5.346 -4.618
H 0.653 4.341 4.203
H -4.249 -1.213 -2.609
H 2.056 -4.561 4.983
H 2.066 -0.958 -7.002
H 0.566 -6.750 -1.330
H -6.348 -0.079 1.716
H 1.710 0.943 -5.488
H -3.205 -5.470 -2.558
H 1.243 1.424 8.216
H 1.178 3.930 6.629
H -1.332 -5.401 -4.173
H 2.814 -3.140 -6.109
H 0.723 -3.360 6.691
H 0.866 5.867 -3.302
H -6.673 -0.828 -2.488
H 2.780 -1.519 -2.154
H -0.400 1.175 -4.139
H -2.349 -4.435 1.915
H -1.086 -1.830 5.992
H 2.756 2.315 8.096
H 3.190 -3.406 -3.673
H -3.564 -3.596 -1.006
H -1.553 -1.485 3.576
H -0.173 -1.574 -2.648
H 0.460 5.589 0.539
H 1.014 -4.392 -0.725
H -2.818 -6.775 1.294
H -1.787 2.985 -5.023
H -3.062 3.687 3.410
H 1.590 -4.211 2.592
H 2.267 4.058 -2.429
H -3.906 -0.501 1.593
H -1.350 -7.942 -0.324
*
```

(3)
C56H37Cl3LaN6OS | the ωB97M-V functional and the def2-TZVPD basis

As for the energy above the lowest of the compared OMol25 structures with the same formula, charge and spin: 0.0 kJ/mol. Its HOMO energy (alpha / beta) is -0.150 / -0.150 Eh. The LUMO energy (alpha / beta) comes out at 1.60 / 1.59 eV.

ORCA input file:
```
! wB97M-V def2-TZVPD RIJCOSX def2/J DEFGRID3
* xyz -1 1
La -0.388 0.306 -0.181
Cl -1.275 3.813 -4.656
Cl -3.638 2.476 -5.692
Cl -3.808 4.040 -3.259
S 1.970 0.882 -4.568
O -2.501 1.211 -0.346
N -1.430 -0.277 2.049
N -0.597 -1.365 -2.445
N 2.171 0.076 0.051
N 0.181 -2.074 0.433
N -2.089 0.954 -2.734
N 0.487 1.914 1.529
C -0.383 -4.298 0.414
C 5.007 3.306 1.091
C -3.375 -5.503 3.736
C 2.662 -3.551 -2.911
C -3.663 -4.298 1.258
C 4.327 -3.663 -1.191
C -4.450 4.452 3.341
C 5.735 5.448 0.269
C -3.557 3.563 2.758
C 1.303 4.007 1.989
C 3.404 -4.430 -3.689
C -3.292 4.242 5.435
C -2.554 -4.442 3.376
C -1.804 -2.684 1.748
C -2.768 2.970 -4.217
C 2.293 -2.222 -0.824
C -0.407 2.579 2.312
C 1.107 -2.759 -0.284
C -4.486 -5.358 1.613
C 0.699 1.250 -2.289
C 0.752 -4.163 -0.317
C 4.084 -0.456 -1.101
C -0.732 -2.975 0.889
C -0.009 -1.522 -4.750
C 4.610 -4.932 -3.218
C -1.594 2.047 2.835
C 1.541 2.744 1.314
C -2.022 0.709 2.764
C -1.605 -3.041 -3.823
C 4.495 5.624 -0.331
C 3.115 -3.156 -1.654
C -3.139 0.162 3.513
C 3.517 4.644 -0.217
C 3.760 3.467 0.487
C -2.688 -3.827 2.134
C -4.344 -5.965 2.854
C 4.213 0.821 -0.685
C 0.861 0.342 -3.305
C -3.765 0.676 -0.229
C 2.794 -0.925 -0.622
C -2.420 1.794 -3.440
C -2.398 3.352 4.850
C 1.500 2.410 -2.585
C 5.985 4.285 0.986
C -1.422 -2.393 -2.617
C 2.222 2.353 -3.738
C 5.070 -4.544 -1.966
C 0.094 3.910 2.590
C -0.862 -2.595 -4.909
C -4.319 4.793 4.682
C -2.104 -1.427 2.302
C 0.091 -0.890 -3.502
C -3.185 -1.162 3.235
C 2.714 2.407 0.609
C 2.998 1.150 0.043
C -2.524 3.005 3.510
H -0.403 4.650 3.199
H 3.039 -4.720 -4.667
H -3.256 -5.971 4.705
H 6.009 -4.932 -1.590
H -4.336 0.747 -1.175
H -5.016 5.486 5.138
H 4.685 -3.360 -0.214
H -0.927 -5.205 0.628
H 6.496 6.213 0.183
H -3.778 -3.816 0.293
H 4.287 6.524 -0.896
H -5.243 -5.708 0.922
H -3.768 -0.396 0.056
H 5.201 2.399 1.651
H -2.300 -3.864 -3.909
H -4.984 -6.792 3.134
H -5.250 4.878 2.748
H -1.597 2.917 5.436
H 4.790 -1.031 -1.679
H -3.643 3.287 1.712
H -1.798 -4.077 4.062
H -3.185 4.504 6.481
H 1.982 4.845 2.012
H 2.551 4.793 -0.684
H 5.186 -5.623 -3.821
H 1.311 -4.942 -0.811
H 2.903 3.084 -4.151
H 5.044 1.485 -0.863
H -3.782 0.721 4.176
H -4.370 1.195 0.535
H 6.944 4.143 1.470
H -3.879 -1.894 3.619
H 0.566 -1.144 -5.586
H -1.948 -2.728 -1.727
H 1.537 3.281 -1.941
H 1.721 -3.155 -3.280
H -0.958 -3.075 -5.876
*
```

Going through the records in order, we get max |F| values of 4.0; 0.7; 1.3 eV/A.
Going through the records in order, we get electronic energy values of -110082.1082; -228902.7888; -118926.5450 eV.